No. 1
{"formula": "C18H21N2O2", "method": "ωB97M-V/def2-TZVPD", "e_above_lowest_ev": 2.727, "smiles": "C[n+]1cn(C[C@@H](O)COCc2ccccc2)c2ccccc21", "fmax_ev_per_a": 7.6, "e_tot_ev": -26072.985, "total_charge": 1, "lumo_ha": -0.131, "symbols": ["C", "N", "C", "N", "C", "C", "O", "C", "O", "C", "C", "C", "C", "C", "C", "C", "C", "C", "C", "C", "C", "C", "H", "H", "H", "H", "H", "H", "H", "H", "H", "H", "H", "H", "H", "H", "H", "H", "H", "H", "H", "H", "H"], "xyz": [[2.26518, 1.95349, 2.62659], [1.47745, 0.78817, 2.73302], [1.28597, -0.10237, 1.79300], [0.35511, -1.03528, 2.19204], [-0.14961, -2.17376, 1.41300], [-1.17784, -1.84191, 0.24930], [-2.27452, -1.15000, 0.96710], [-0.34564, -1.04297, -0.83322], [-1.14577, -0.65129, -1.94438], [-0.98742, 0.61934, -2.62233], [-0.39080, 0.55787, -4.07525], [-1.13364, 0.27736, -5.25561], [-0.56641, 0.02799, -6.51112], [0.80324, 0.40848, -6.65658], [1.56951, 0.71768, -5.55595], [0.98842, 0.76896, -4.24068], [-0.18238, -0.58129, 3.43191], [-1.14878, -0.91329, 4.20561], [-1.37496, -0.24798, 5.43374], [-0.57791, 0.82335, 5.84061], [0.38280, 1.28781, 4.92291], [0.47472, 0.63357, 3.71683], [3.19512, 1.56715, 2.42552], [2.38675, 2.64318, 3.46430], [1.88973, 2.54002, 1.73986], [1.82850, -0.01902, 0.86704], [0.65706, -2.82021, 1.00808], [-0.77868, -2.86427, 2.07110], [-1.56855, -2.74720, -0.27954], [-2.83604, -0.84916, 0.22995], [0.44785, -1.76281, -1.22529], [0.10301, -0.20331, -0.41856], [-1.85183, 1.25954, -2.44944], [-0.23837, 1.22695, -2.00411], [-2.16641, 0.17706, -5.26005], [-1.09756, -0.36870, -7.40074], [1.34094, 0.17083, -7.67290], [2.65018, 0.65701, -5.72027], [1.59102, 0.88559, -3.37658], [-1.90848, -1.67469, 4.02926], [-2.13958, -0.56490, 6.16387], [-0.68808, 1.46595, 6.80666], [1.03671, 2.15704, 5.17129]], "forces_ev_per_angstrom": [[-0.4640, 2.2102, -1.8942], [-2.8801, 0.1151, 1.4300], [-0.7860, -1.4691, 0.9100], [0.1476, 1.0444, -0.6374], [-1.7968, -2.1264, -0.5644], [0.8764, 1.1584, 0.6722], [1.4156, -0.4673, -2.1964], [-1.3211, -1.9580, -1.6277], [-0.8158, -0.1153, -0.2011], [2.5127, 0.9472, 0.9656], [-0.0155, 0.1498, -0.1259], [1.1488, -0.5670, -0.2374], [1.6428, 1.5013, 0.1982], [-0.1384, -2.1165, -1.9645], [-0.0779, -0.5446, 1.2920], [-0.7657, -0.5375, -1.9830], [4.0299, 2.8750, -3.8570], [-5.6725, -2.5196, 4.4356], [0.2739, 0.3996, 0.8762], [0.4135, 1.6599, 0.2779], [0.0579, 0.9033, 0.7366], [1.8777, -1.1443, 0.3660], [2.6377, -0.1930, -0.7188], [-0.7070, -0.6853, 0.2342], [0.5636, -0.3213, 0.9509], [-0.0102, -0.6349, -0.1437], [-0.1826, 0.7231, 0.3874], [1.1872, 1.1813, -0.3161], [0.3994, 0.4355, 0.8420], [-0.1091, 0.0817, 0.5241], [-0.7290, 0.7406, 0.6739], [0.8852, 1.7111, 0.8590], [-0.6348, -0.5989, -0.7152], [-0.4311, -0.7999, -0.8085], [-1.8915, -0.3516, 0.6905], [0.0589, 0.5282, 0.9723], [-1.1211, 0.7735, 2.0745], [-0.3149, 0.6683, 0.4385], [0.6537, 0.2495, 0.5849], [0.5860, -0.1975, -0.4090], [0.2532, -0.0943, -0.9343], [-0.0585, -1.7723, -1.7532], [-0.6981, -0.8428, -0.3047]], "lowdin_charge": [0.01, -0.05, 0.03, 0.07, -0.06, -0.25, -0.04, -0.17, -0.14, -0.12, -0.16, -0.04, -0.06, -0.10, -0.09, -0.04, -0.16, -0.02, -0.03, -0.05, 0.00, -0.11, 0.08, 0.11, 0.14, 0.17, 0.14, 0.16, 0.16, 0.10, 0.16, 0.06, 0.12, 0.12, 0.08, 0.12, 0.14, 0.10, 0.08, 0.14, 0.13, 0.15, 0.13]}

No. 2
{"formula": "C18H21N2O5S", "method": "ωB97M-V/def2-TZVPD", "e_above_lowest_ev": 0.094, "smiles": "CC[C@H](Oc1ccccc1)C(=O)N[C@H]1[C@H]2SC(C)(C)[C@H]3C(=O)O[C@]1([O-])N23", "fmax_ev_per_a": 1.1, "e_tot_ev": -43062.235, "total_charge": -1, "lumo_ha": 0.106, "symbols": ["C", "C", "C", "O", "C", "C", "C", "C", "C", "C", "C", "O", "N", "C", "C", "S", "C", "C", "C", "C", "C", "O", "O", "C", "O", "N", "H", "H", "H", "H", "H", "H", "H", "H", "H", "H", "H", "H", "H", "H", "H", "H", "H", "H", "H", "H", "H"], "xyz": [[2.83125, 3.92278, -0.54597], [2.35568, 2.63320, -1.19947], [2.63942, 1.40750, -0.31946], [2.43004, 0.27349, -1.13775], [2.53352, -0.98019, -0.58792], [2.15746, -2.03085, -1.42181], [2.20856, -3.33037, -0.96514], [2.64034, -3.60056, 0.32296], [3.01878, -2.55867, 1.14739], [2.97447, -1.24933, 0.70046], [1.71568, 1.45116, 0.91065], [2.03873, 2.04984, 1.92335], [0.54287, 0.84568, 0.70443], [-0.41703, 0.56539, 1.71928], [-1.87752, 0.89700, 1.38957], [-2.24738, 1.44386, -0.32041], [-3.49831, 0.09006, -0.46656], [-3.73503, -0.24755, -1.92820], [-4.79620, 0.56194, 0.18680], [-2.87218, -1.04233, 0.36189], [-1.66663, -1.73193, -0.35028], [-1.78827, -2.35001, -1.38782], [-0.57278, -1.53633, 0.28862], [-0.91596, -0.93386, 1.81766], [-0.61545, -1.73743, 2.68105], [-2.32091, -0.47257, 1.56279], [2.53396, 4.78198, -1.14321], [2.40065, 4.01827, 0.44712], [3.91526, 3.92482, -0.44824], [2.85889, 2.48222, -2.15769], [1.28099, 2.67850, -1.38720], [3.68254, 1.44297, 0.03303], [1.79829, -1.79966, -2.41267], [1.88979, -4.13435, -1.61250], [2.66182, -4.61710, 0.68786], [3.33787, -2.75664, 2.16009], [3.25161, -0.45192, 1.37256], [0.42182, 0.30289, -0.14292], [-0.06331, 0.96798, 2.66975], [-2.36569, 1.59682, 2.07560], [-4.15262, 0.61724, -2.44137], [-2.80920, -0.53671, -2.41594], [-4.43139, -1.08079, -2.00339], [-5.56651, -0.20028, 0.07491], [-4.64200, 0.74477, 1.24770], [-5.13835, 1.48165, -0.28476], [-3.62759, -1.80256, 0.59513]], "forces_ev_per_angstrom": [[-0.1276, -0.1092, -0.0537], [0.1392, -0.1490, 0.1484], [0.1514, 0.2963, 0.0461], [-0.1717, -0.0509, -0.0676], [0.1837, -0.3791, -0.1133], [0.0493, 0.2404, 0.0021], [0.0216, 0.0345, -0.0503], [0.0460, -0.1364, 0.1182], [-0.0025, -0.1377, -0.0082], [0.0212, 0.3562, -0.0915], [0.0483, -0.0643, -0.3546], [0.2062, 0.1300, 0.2309], [-0.0493, -0.1908, -0.2341], [0.0486, -0.1573, 0.2153], [-0.3891, 1.0474, -0.1173], [0.0100, -0.3683, -0.0473], [0.0682, 0.2849, 0.0425], [0.2107, 0.1044, 0.0157], [0.0924, -0.0797, -0.0010], [0.3165, -0.3693, -0.1997], [-0.7635, 0.2633, -0.0128], [-0.0624, -0.3764, -0.3987], [0.4470, 0.0040, -0.0513], [0.2650, 0.4418, 0.5269], [0.2047, -0.4149, 0.2959], [-0.4389, -0.1884, 0.2837], [0.0153, 0.1018, -0.0385], [0.0160, 0.1023, 0.0963], [0.1090, 0.0507, 0.0416], [-0.0418, -0.0558, 0.0180], [-0.0078, -0.0575, -0.0728], [-0.2139, -0.0572, 0.0511], [-0.0697, 0.0291, -0.0920], [-0.0435, -0.0431, -0.0451], [-0.0119, -0.0641, 0.0341], [-0.0021, -0.0038, 0.0803], [0.0408, 0.0773, 0.0661], [0.0942, 0.1212, 0.1003], [-0.0656, -0.1152, -0.1047], [0.1158, -0.0829, -0.0234], [-0.1340, 0.0777, -0.0433], [-0.0316, -0.0352, -0.0485], [-0.0794, -0.0682, -0.0481], [-0.1263, -0.1124, 0.0110], [-0.0400, 0.0374, 0.0909], [-0.0512, 0.0304, -0.0239], [0.0027, 0.0357, -0.1736]], "lowdin_charge": [-0.10, -0.18, -0.26, -0.03, -0.27, -0.01, -0.09, -0.10, -0.08, -0.01, -0.47, 0.05, 0.12, -0.16, -0.46, 0.97, -0.72, -0.10, -0.10, -0.21, -0.52, 0.05, 0.07, -0.55, 0.01, 0.01, 0.07, 0.07, 0.07, 0.12, 0.12, 0.16, 0.12, 0.10, 0.09, 0.10, 0.11, 0.13, 0.15, 0.10, 0.07, 0.07, 0.09, 0.08, 0.08, 0.07, 0.16]}

Quick rundown of molar mass, same order as above: 297.378, 377.442 g mol⁻¹